1.
The following is a quantum chemistry calculation of a structure of composition C21H45N2NdOP3S, from OMol25.

HOMO level (spin up / spin down): -16.95 / -16.96 eV
2S+1: 4
Kohn-Sham gap (spin up / spin down): 7.33 / 7.59 eV
LUMO level (spin up / spin down): -9.61 / -9.37 eV
DFT total energy: -2994.67862 Ha
total charge: +3
energy above the lowest of the compared OMol25 structures with the same formula, charge and spin: 0.00 kJ/mol

Geometry (Å):
Nd: 1.05644 0.09341 0.58702
P: 1.57617 1.75723 2.84324
P: -0.26361 2.39595 -0.53938
P: 1.96685 -2.67536 0.82493
H: 1.15399 0.86633 -5.01074
C: 1.20400 -0.04886 -4.40902
C: 0.13536 -0.84351 -4.23750
H: -0.85281 -0.60516 -4.64709
C: 2.84467 3.07079 2.85300
C: 0.11753 2.67683 3.48927
C: 2.07031 0.79374 4.32427
C: -0.76165 2.28229 -2.29491
C: -1.80756 2.99469 0.25210
C: 0.76802 3.90947 -0.53431
C: 1.78907 -3.63422 -0.72922
C: 1.02125 -3.72322 1.99372
C: 3.68626 -3.08412 1.29466
H: 2.18852 -0.30681 -3.99774
H: 0.21318 -1.76504 -3.64497
H: 2.99811 3.38049 3.89727
H: 2.51258 3.93778 2.26613
H: 3.79999 2.70237 2.45615
H: 0.33296 2.99426 4.52072
H: -0.76731 2.02525 3.48449
H: -0.08774 3.56077 2.86930
H: 2.19773 1.48110 5.17381
H: 3.01635 0.26864 4.13177
H: 1.29373 0.05380 4.56057
H: -0.52288 3.22259 -2.80982
H: -1.84159 2.09892 -2.36879
H: -0.23469 1.46159 -2.80138
H: -1.87181 4.08883 0.17059
H: -1.81819 2.71067 1.31300
H: -2.68443 2.54620 -0.23469
H: 0.16871 4.75665 -0.89820
H: 1.63262 3.76603 -1.19720
H: 1.13719 4.13205 0.47741
H: 2.59427 -4.37789 -0.81148
H: 1.84469 -2.94931 -1.58818
H: 0.81383 -4.13863 -0.74989
H: 1.50641 -4.70434 2.09914
H: -0.00840 -3.84771 1.63545
H: 0.97921 -3.22687 2.97181
H: 3.86609 -4.15762 1.13992
H: 3.85032 -2.83206 2.35067
H: 4.38977 -2.50166 0.68632
C: 4.40762 0.84687 -0.18209
C: 5.22917 1.81702 0.37520
C: 6.60662 1.57146 0.35726
C: 7.10416 0.42053 -0.26477
C: 6.24696 -0.47390 -0.91657
C: 4.86624 -0.23729 -0.91763
O: 3.03479 0.82881 0.13499
H: 2.77008 1.36619 1.02242
H: 4.80309 2.72277 0.81099
H: 7.28058 2.28886 0.82440
H: 8.17740 0.22607 -0.24785
H: 6.64703 -1.35053 -1.42801
H: 4.15365 -0.90068 -1.41990
S: -1.26902 -0.78417 1.94377
C: -2.35304 -1.35952 0.70496
N: -2.97309 -2.53185 0.89315
C: -4.11989 -3.02050 0.11666
C: -4.11392 -2.40242 -1.26421
C: -3.84611 -0.91257 -1.20673
N: -2.62247 -0.66728 -0.42948
H: -2.76318 -2.97035 1.78576
H: -5.04890 -2.77488 0.64962
H: -4.03626 -4.10892 0.06675
H: -5.08070 -2.57852 -1.74066
H: -3.34490 -2.88584 -1.87493
H: -4.69861 -0.38804 -0.74917
H: -3.69612 -0.50099 -2.20873
H: -2.25368 0.28351 -0.44959

Atomic forces in eV per Å
Nd -2.475 -1.987 -0.378
P 0.087 1.228 2.078
P -0.807 1.303 -0.655
P 0.253 -1.679 0.059
H 0.005 -0.390 0.235
C -0.420 -0.282 0.021
C 0.457 0.356 0.371
H 0.469 -0.098 0.032
C 0.240 0.127 -0.144
C -0.271 -0.195 -0.404
C 0.012 -0.481 -0.324
C 0.146 -0.262 -0.364
C -0.030 -0.185 0.480
C 0.385 -0.075 0.115
C -0.107 0.340 -0.411
C -0.132 0.280 0.247
C 0.214 0.455 0.122
H -0.401 0.041 -0.221
H -0.039 0.282 -0.368
H -0.049 -0.026 -0.318
H 0.164 -0.220 0.138
H -0.236 0.175 0.280
H -0.001 -0.093 -0.346
H 0.190 0.210 0.098
H 0.062 -0.231 0.193
H -0.064 -0.201 -0.294
H -0.204 0.116 0.157
H 0.208 0.153 0.053
H -0.153 -0.224 0.113
H 0.263 0.059 -0.014
H -0.167 0.303 0.041
H -0.053 -0.329 -0.045
H -0.136 0.172 -0.253
H 0.203 0.159 0.159
H 0.191 -0.249 0.106
H -0.181 0.094 0.160
H -0.140 0.029 -0.300
H -0.315 0.193 0.009
H 0.043 -0.371 0.040
H 0.272 0.126 -0.035
H -0.156 0.285 -0.074
H 0.263 0.000 0.075
H 0.005 -0.246 -0.135
H -0.102 0.323 0.090
H 0.039 -0.100 -0.230
H -0.070 -0.203 0.158
C 1.196 -0.050 0.175
C 0.105 -0.420 -0.023
C -0.163 0.006 -0.354
C -0.031 0.000 0.102
C -0.147 0.410 -0.185
C 0.191 -0.102 0.430
O -0.647 1.781 1.367
H 1.922 -0.368 -1.843
H 0.274 -0.318 -0.083
H -0.125 -0.209 -0.184
H -0.337 0.051 -0.027
H -0.098 0.313 0.102
H 0.330 0.103 0.249
S 0.146 0.110 -0.450
C -0.846 -0.705 -0.639
N 0.693 1.111 0.552
C -0.295 -0.130 0.094
C 0.152 -0.227 -0.371
C -0.324 0.031 -0.181
N 0.480 0.408 0.976
H -0.166 -0.009 -0.250
H 0.271 -0.046 -0.004
H -0.073 0.163 -0.032
H 0.138 -0.014 0.015
H -0.107 0.047 -0.011
H 0.285 -0.041 -0.022
H -0.015 -0.096 0.161
H -0.271 -0.478 0.119

=====

2.
The following is a quantum chemistry calculation of a structure of composition C21H45N2P3PdSSe, from OMol25.

HOMO level (spin up / spin down): -17.86 / -17.84 eV
2S+1: 5
Kohn-Sham gap (spin up / spin down): 7.20 / 2.63 eV
LUMO level (spin up / spin down): -10.66 / -15.20 eV
DFT total energy: -4886.69446 Ha
total charge: +4
energy above the lowest of the compared OMol25 structures with the same formula, charge and spin: 0.00 kJ/mol

Geometry (Å):
Pd: -0.10673 -0.25846 0.14219
P: 0.17760 1.67911 1.49328
P: -2.28341 0.14669 -0.33843
P: 2.07154 -0.45888 -0.38730
H: -1.60473 -3.53357 -7.83558
C: -0.76530 -4.14132 -7.47232
C: -0.80444 -4.82927 -6.32471
H: -1.71284 -4.88049 -5.69929
C: 0.37717 3.17140 0.46874
C: -1.16821 2.15977 2.60970
C: 1.59384 1.73447 2.61972
C: -2.83042 -0.89874 -1.68670
C: -3.41484 -0.22059 1.01296
C: -2.60494 1.84941 -0.86240
C: 2.25069 -1.65494 -1.71191
C: 3.08963 -1.11066 0.95080
C: 2.77799 1.09243 -0.96741
H: 0.09165 -4.19097 -8.16432
H: 0.04235 -5.43698 -5.99775
H: 0.47676 4.04607 1.13034
H: -0.49074 3.30104 -0.18876
H: 1.27164 3.06665 -0.15725
H: -0.83307 2.99362 3.24677
H: -1.43605 1.29941 3.23691
H: -2.05187 2.48807 2.05084
H: 1.53433 2.64901 3.23108
H: 2.53549 1.75163 2.05947
H: 1.57672 0.85395 3.27733
H: -3.92377 -0.85919 -1.76913
H: -2.51093 -1.92444 -1.47286
H: -2.36365 -0.55496 -2.61894
H: -4.42081 0.08967 0.70503
H: -3.10918 0.34088 1.90087
H: -3.42369 -1.28801 1.26448
H: -3.65798 1.96913 -1.15734
H: -1.97281 2.10344 -1.72495
H: -2.38931 2.57031 -0.06306
H: 3.31307 -1.90269 -1.82332
H: 1.84738 -1.21678 -2.63288
H: 1.68330 -2.55481 -1.44810
H: 4.09374 -1.32312 0.56195
H: 2.65992 -2.02644 1.37301
H: 3.14178 -0.34342 1.72640
H: 3.78676 0.89757 -1.36464
H: 2.87373 1.83956 -0.16435
H: 2.15759 1.52770 -1.77092
C: 0.34517 1.08176 -5.15419
C: 0.01991 -0.19645 -4.66115
C: 0.01870 -1.30937 -5.49813
C: 0.42952 -1.18381 -6.82636
C: 0.76818 0.07397 -7.34253
C: 0.68018 1.21054 -6.51976
Se: 0.43482 2.57610 -3.95998
H: -0.29231 1.90478 -2.86592
H: -0.22140 -0.30296 -3.59664
H: -0.31259 -2.29086 -5.11672
H: 0.45330 -2.07667 -7.46725
H: 1.08738 0.16807 -8.38677
H: 0.89267 2.19766 -6.91849
S: -0.25475 -2.13465 1.92417
C: -0.32810 -1.49331 3.50358
N: -1.52164 -1.21834 4.09064
C: -1.68386 -0.75305 5.47741
C: -0.45667 -0.00290 5.91743
C: 0.80316 -0.78822 5.59577
N: 0.79259 -1.14596 4.17084
H: -2.32688 -1.63919 3.64257
H: -1.83674 -1.62839 6.13224
H: -2.57987 -0.12876 5.49150
H: -0.51048 0.12684 7.00288
H: -0.40197 0.97944 5.43176
H: 0.85757 -1.70795 6.20688
H: 1.70800 -0.18495 5.76489
H: 1.64218 -1.59460 3.81401

Atomic forces in eV per Å
Pd -0.254 -0.944 2.669
P 0.031 1.301 0.822
P -1.859 0.251 -1.162
P 1.738 -0.512 -1.171
H 0.178 -0.412 0.227
C -0.003 -0.077 0.005
C -0.187 0.158 -0.217
H 0.533 0.174 -0.394
C 0.107 -0.163 -0.367
C -0.373 -0.244 0.105
C 0.369 -0.205 0.085
C 0.267 -0.195 -0.297
C 0.206 0.013 0.657
C 0.118 0.378 0.060
C -0.305 0.015 -0.220
C -0.136 0.209 0.503
C 0.227 0.482 -0.061
H -0.326 -0.070 0.505
H -0.265 0.110 -0.174
H -0.007 -0.237 -0.224
H 0.283 0.113 0.229
H -0.277 0.283 0.214
H -0.077 -0.263 -0.215
H -0.022 0.295 -0.026
H 0.142 -0.074 0.197
H 0.016 -0.256 -0.227
H -0.133 0.035 0.207
H 0.054 0.362 -0.180
H 0.145 -0.003 -0.052
H -0.188 0.066 -0.172
H -0.231 -0.182 0.130
H 0.112 0.007 0.025
H -0.244 -0.044 -0.081
H 0.056 0.187 -0.264
H 0.193 -0.151 0.071
H -0.284 -0.105 0.216
H -0.208 -0.251 -0.231
H -0.135 -0.001 -0.114
H 0.188 -0.267 0.070
H 0.196 0.049 -0.165
H -0.123 0.133 0.013
H 0.087 0.191 -0.260
H 0.223 -0.213 0.055
H -0.222 0.012 0.061
H 0.053 -0.393 -0.259
H 0.297 -0.287 0.286
C 0.114 0.523 0.791
C -0.395 -1.368 0.177
C -0.423 0.312 1.756
C 0.072 -0.137 -0.814
C 0.026 1.302 0.380
C 0.508 -0.367 -1.212
Se -0.136 -0.800 -1.356
H 0.174 -0.132 -0.145
H -0.029 -0.070 -0.442
H 0.345 0.531 -0.303
H 0.045 0.459 0.351
H -0.198 0.076 0.467
H 0.045 -0.137 -0.109
S -0.059 0.192 -1.682
C -0.715 1.919 2.839
N 1.226 -0.948 -1.199
C -0.179 -0.450 0.251
C 0.358 0.301 0.205
C 0.067 0.004 0.451
N -0.148 -1.439 -1.030
H 0.014 0.145 -0.012
H -0.144 0.282 -0.303
H 0.081 -0.108 0.155
H 0.023 0.236 -0.218
H -0.060 -0.074 0.234
H 0.107 0.351 -0.282
H -0.319 -0.285 0.069
H -0.362 0.404 0.105

=====

3.
The following is a quantum chemistry calculation of a structure of composition C21H45OP3SeTc, from OMol25.

HOMO level (spin up / spin down): -19.22 / -19.62 eV
2S+1: 4
Kohn-Sham gap (spin up / spin down): 4.20 / 3.56 eV
LUMO level (spin up / spin down): -15.02 / -16.05 eV
DFT total energy: -4406.94644 Ha
total charge: +4

Geometry (Å):
Tc: -1.40742 0.06865 -0.93916
P: 0.47597 1.24912 0.01227
P: -2.60189 0.40825 0.94659
P: -1.90706 1.81589 -2.26736
H: 3.38205 -2.13279 -1.32510
C: 3.41410 -1.06993 -1.61636
C: 4.21654 -0.20998 -0.79735
H: 4.52871 -0.53531 0.19518
C: 1.46046 0.16119 1.09699
C: 0.27978 2.71585 1.10781
C: 1.64616 1.92863 -1.21979
C: -4.16207 -0.54360 1.14927
C: -1.74357 -0.10136 2.47962
C: -3.20252 2.10634 1.29340
C: -1.03251 1.55087 -3.85467
C: -1.51581 3.56844 -1.89419
C: -3.65413 1.97665 -2.79785
H: 3.49357 -0.94013 -2.70715
H: 4.69809 0.66938 -1.22581
H: 2.46462 0.03714 0.67364
H: 0.99862 -0.82992 1.18870
H: 1.53840 0.61376 2.09447
H: 0.07002 2.40537 2.13877
H: -0.51461 3.38452 0.75775
H: 1.22964 3.26889 1.09329
H: 2.62000 1.43628 -1.10752
H: 1.76194 3.00886 -1.05983
H: 1.28430 1.74991 -2.23968
H: -4.46268 -0.48943 2.20442
H: -4.00875 -1.59507 0.87514
H: -4.96015 -0.12297 0.52622
H: -2.50995 -0.37582 3.21659
H: -1.13408 0.71426 2.88582
H: -1.11099 -0.98005 2.29035
H: -4.01823 2.03719 2.02519
H: -3.59008 2.57317 0.37811
H: -2.40094 2.72712 1.70839
H: -1.72928 1.79635 -4.66614
H: -0.70764 0.50861 -3.97212
H: -0.16080 2.21462 -3.90762
H: -1.99992 4.19188 -2.65937
H: -0.43378 3.74565 -1.92309
H: -1.90776 3.85423 -0.91026
H: -3.70504 2.76593 -3.56118
H: -4.28904 2.25457 -1.94678
H: -4.01877 1.03058 -3.22043
C: -1.62305 -1.93762 -3.11773
C: -0.35285 -2.32425 -2.68058
C: 0.62066 -2.64502 -3.63696
C: 0.29179 -2.64660 -4.99626
C: -1.01318 -2.34587 -5.41328
C: -1.98401 -2.00382 -4.47270
Se: -2.94734 -1.14740 -1.85200
H: 2.00891 -0.68270 -1.38109
H: -0.12424 -2.33787 -1.60662
H: 1.63343 -2.88740 -3.30937
H: 1.05504 -2.89056 -5.73658
H: -1.27189 -2.37631 -6.47279
H: -3.00519 -1.75340 -4.75929
C: 0.69117 -5.45582 1.39902
C: 0.62440 -5.06060 2.89368
C: 0.22408 -3.57114 2.89526
O: 0.09351 -3.08640 1.54442
C: 0.32755 -4.17481 0.62821
H: 1.69585 -5.78871 1.12700
H: -0.02436 -6.24959 1.16831
H: 1.59742 -5.18743 3.37809
H: -0.12285 -5.65271 3.42930
H: -0.74065 -3.42084 3.41223
H: 0.97519 -2.95422 3.41877
H: 1.13339 -3.87297 -0.06299
H: -0.58556 -4.31317 0.02409

Atomic forces in eV per Å
Tc 4.128 1.214 1.032
P 0.258 1.026 0.709
P -1.959 0.301 1.897
P -1.572 2.147 -1.857
H 0.061 0.486 0.194
C -2.981 0.430 0.149
C 0.180 -1.284 -1.040
H -0.194 0.293 0.097
C 0.405 -0.307 0.279
C -0.044 0.074 -0.006
C 0.205 0.010 -0.321
C 0.133 -0.192 -0.326
C 0.187 -0.051 0.038
C 0.303 0.088 -0.180
C 0.356 -0.279 0.144
C 0.174 -0.228 0.442
C 0.005 -0.099 0.109
H -0.021 0.287 0.419
H -0.237 0.209 0.199
H -0.319 0.074 0.505
H 0.190 0.230 0.006
H 0.089 -0.203 -0.243
H -0.015 0.131 -0.275
H 0.270 -0.149 0.075
H -0.253 -0.128 0.146
H -0.286 0.542 -0.084
H 0.057 -0.312 -0.135
H 0.258 0.076 0.151
H 0.021 0.084 -0.316
H -0.131 0.229 0.120
H 0.145 -0.104 0.066
H 0.283 0.145 -0.089
H -0.082 -0.246 -0.058
H -0.171 0.272 0.092
H 0.208 -0.005 -0.136
H 0.036 -0.125 0.273
H -0.249 -0.092 -0.095
H 0.193 -0.043 0.150
H -0.049 0.206 -0.113
H -0.211 -0.158 -0.096
H 0.145 -0.206 0.163
H -0.254 0.015 0.036
H 0.042 0.040 -0.274
H -0.048 -0.165 0.241
H 0.074 -0.048 -0.217
H 0.093 0.349 0.092
C -0.738 0.151 0.249
C 0.246 0.566 0.021
C -0.123 0.061 -0.144
C 0.115 0.041 0.219
C -0.026 -0.095 0.176
C 0.218 0.364 0.335
Se -2.791 -3.639 -2.386
H 3.944 -0.932 -0.596
H -0.054 -0.161 -0.309
H -0.281 -0.115 -0.211
H -0.249 0.028 0.201
H 0.074 -0.053 0.304
H 0.280 -0.095 -0.116
C -0.124 0.336 0.081
C -0.098 0.425 -0.285
C 0.376 -1.244 0.083
O 0.254 -1.226 0.573
C 0.329 -1.035 0.181
H -0.231 -0.022 -0.027
H 0.210 0.115 -0.029
H -0.269 0.001 0.024
H 0.205 0.118 -0.007
H -0.060 0.516 -0.187
H -0.274 0.479 -0.198
H -0.307 0.400 0.072
H -0.051 0.483 0.013

=====

no.,F_max (eV/Å)
1,3.2
2,3.5
3,5.2